ORCA calculation (ωB97M-V/def2-TZVPD) on 14 unconnected molecules or ions with the total composition C72H182N10O24 in a non-equilibrium geometry.

Positions of all 288 atoms, in Å:
C 1.7565 7.2754 -8.4064
C 0.2553 6.9895 -8.2377
C 0.0083 5.5700 -7.7839
O 0.0184 7.8104 -7.1909
H 2.1939 6.8995 -9.3314
H 2.2062 6.8166 -7.5258
H 2.0641 8.3198 -8.3551
H -0.2048 7.2156 -9.1995
H 0.2448 4.8527 -8.5698
H -1.0611 5.4656 -7.6006
H 0.4630 5.2992 -6.8310
H 0.7159 7.8725 -6.5342
C 1.9396 -6.6143 3.7574
C 1.8593 -7.0875 5.2419
C 2.3489 -8.5938 5.3072
O 2.7410 -6.4408 6.1789
H 2.9656 -6.5350 3.3981
H 1.3522 -5.7097 3.6000
H 1.4636 -7.2766 3.0343
H 0.8221 -6.9813 5.5599
H 1.7754 -9.2784 4.6823
H 2.3909 -8.9635 6.3318
H 3.3088 -8.8051 4.8360
H 2.8714 -5.5369 5.8829
C 9.5484 1.3061 -5.2935
C 9.8407 2.8562 -5.5368
C 9.4833 3.3977 -6.8695
O 9.2773 3.7162 -4.5615
H 9.4634 1.1579 -4.2170
H 10.4459 0.7564 -5.5768
H 8.5921 1.0048 -5.7211
H 10.9122 2.9462 -5.3584
H 9.9585 4.3772 -6.9226
H 8.4278 3.2483 -7.0968
H 10.0213 2.7631 -7.5738
H 9.9872 4.2060 -4.1400
C 4.5391 0.5108 2.3081
C 5.0466 0.9538 3.6609
C 4.9510 2.4401 3.9693
O 4.2863 0.2778 4.7028
H 4.9742 -0.4328 1.9789
H 4.9103 1.1894 1.5401
H 3.4507 0.5479 2.3526
H 6.0785 0.6811 3.8820
H 5.7400 3.0498 3.5289
H 5.1923 2.5747 5.0237
H 3.9275 2.8073 3.8937
H 3.3588 0.4412 4.5171
C -8.6905 7.4290 -12.7684
O -8.5868 7.4083 -11.3921
C -7.9958 6.1518 -10.9388
C -9.0760 4.9926 -10.7652
N -8.5322 3.7325 -10.4885
C -7.7603 3.5753 -9.2424
C -8.6295 3.0863 -8.0063
O -7.8922 2.5922 -6.8696
C -8.5850 2.4122 -5.6703
H -7.7705 7.0818 -13.2387
H -8.7650 8.4596 -13.1155
H -9.5416 6.8502 -13.1271
H -7.4877 6.3467 -9.9944
H -7.1728 5.6763 -11.4724
H -9.7492 4.8003 -11.6006
H -9.7664 5.2096 -9.9501
H -7.9363 3.4735 -11.2618
H -7.2502 4.5035 -8.9852
H -6.9615 2.8654 -9.4571
H -9.2400 2.2564 -8.3621
H -9.3555 3.8956 -7.9288
H -8.0284 2.1318 -4.7761
H -9.3363 1.6370 -5.8210
H -9.2377 3.2670 -5.4928
C -4.5870 -7.5457 4.0468
O -5.1535 -7.8536 5.2797
C -5.5306 -9.2164 5.4248
C -5.3298 -9.6856 6.8880
N -3.9149 -10.0825 7.0746
C -3.4892 -10.2006 8.4623
C -4.0127 -11.2603 9.3689
O -3.0661 -11.5071 10.4272
C -2.8156 -12.9058 10.7643
H -4.6992 -6.4669 3.9392
H -5.2577 -7.8692 3.2508
H -3.5471 -7.8071 3.8510
H -4.9027 -9.8565 4.8052
H -6.5402 -9.3319 5.0304
H -5.9633 -10.5641 7.0108
H -5.5525 -8.9814 7.6896
H -3.2950 -9.4963 6.5341
H -3.7184 -9.3062 9.0415
H -2.4255 -10.4026 8.3364
H -4.3014 -12.1903 8.8790
H -4.9292 -10.8555 9.7984
H -1.9332 -13.0621 10.1438
H -3.5565 -13.6301 10.4256
H -2.5016 -13.0760 11.7941
C -0.2861 -8.8788 -7.8284
O -1.4229 -8.1523 -7.8433
C -2.6868 -8.7224 -8.0910
C -3.7395 -7.6324 -7.7110
N -5.1188 -8.0483 -7.8116
C -6.2471 -7.0881 -7.5957
C -6.3724 -6.3946 -6.2007
O -6.7643 -7.4252 -5.2537
C -8.0323 -7.3350 -4.6664
H 0.3783 -8.7188 -8.6776
H -0.3715 -9.9648 -7.7911
H 0.3563 -8.5447 -7.0137
H -2.8789 -9.4476 -7.3003
H -2.9271 -8.9492 -9.1297
H -3.6679 -6.8097 -8.4224
H -3.5411 -7.3214 -6.6853
H -5.4138 -9.0072 -7.6953
H -7.1558 -7.6093 -7.8970
H -6.2876 -6.3341 -8.3818
H -7.2002 -5.6872 -6.2501
H -5.5611 -5.8438 -5.7247
H -8.9190 -7.7083 -5.1787
H -8.2116 -6.3615 -4.2101
H -7.8651 -8.0332 -3.8463
C 0.6377 0.3313 13.2158
O 0.3878 -0.7494 14.0994
C 1.5507 -1.1025 14.7496
C 1.0374 -1.7017 16.1208
N 0.5161 -3.0944 16.0841
C -0.6952 -3.1131 15.2544
C -1.3287 -4.5435 15.3224
O -1.6573 -4.6438 16.6624
C -1.9682 -6.0051 16.9805
H 1.5146 0.2334 12.5758
H 0.9091 1.2746 13.6897
H -0.1862 0.3521 12.5025
H 2.3038 -0.3391 14.9451
H 2.1571 -1.6874 14.0581
H 0.3942 -0.9640 16.6006
H 1.8854 -1.8244 16.7945
H 0.5227 -3.5881 16.9652
H -0.3314 -2.9501 14.2399
H -1.4102 -2.3390 15.5329
H -0.5492 -5.2831 15.1400
H -2.1671 -4.7607 14.6606
H -2.8137 -6.3248 16.3715
H -2.2786 -6.0887 18.0220
H -1.2565 -6.8286 16.9218
C -6.2875 7.0926 0.2981
O -6.6100 6.9911 1.6567
C -7.9762 7.3451 2.0371
C -8.1422 6.5997 3.4027
N -7.0691 7.0331 4.2900
C -7.1082 6.1947 5.4877
C -5.9817 6.5618 6.5405
O -4.7297 6.2616 5.9704
C -3.5903 6.9401 6.4891
H -6.2219 8.1669 0.1256
H -6.9896 6.6358 -0.3993
H -5.3238 6.7078 -0.0354
H -8.6668 6.9218 1.3077
H -8.0636 8.4255 2.1522
H -8.0787 5.5303 3.2021
H -9.1261 6.8317 3.8105
H -6.2096 6.7613 3.8346
H -7.0456 5.1218 5.3059
H -8.0808 6.4242 5.9229
H -6.0955 5.9135 7.4092
H -6.3120 7.5855 6.7167
H -3.2985 6.7851 7.5278
H -3.7982 8.0066 6.4030
H -2.6993 6.8368 5.8697
C 13.4533 -4.7328 -8.7417
O 14.8393 -4.8150 -8.3964
C 15.7836 -4.5180 -9.4071
C 17.1747 -4.5941 -8.7668
N 18.1172 -4.3514 -9.8750
C 19.3781 -3.8560 -9.4319
C 20.0282 -4.9048 -8.5709
O 20.0525 -6.1151 -9.3079
C 20.6794 -7.1961 -8.7216
H 13.1711 -5.6641 -9.2330
H 13.2417 -3.8258 -9.3080
H 12.9006 -4.5769 -7.8153
H 15.6415 -3.5913 -9.9631
H 15.7414 -5.3964 -10.0512
H 17.3427 -5.4710 -8.1415
H 17.3835 -3.7688 -8.0861
H 18.3576 -5.1947 -10.3763
H 19.3623 -2.9256 -8.8643
H 19.9664 -3.6360 -10.3228
H 19.5412 -4.9845 -7.5990
H 20.9996 -4.5391 -8.2381
H 20.9388 -7.9651 -9.4492
H 19.9208 -7.6062 -8.0550
H 21.5957 -6.8981 -8.2120
C 3.1544 8.9723 -0.3719
O 3.8141 10.0420 -0.9987
C 5.2117 9.8218 -1.2808
C 5.9252 10.0006 0.1044
N 6.0363 11.4618 0.3810
C 7.1524 11.8535 1.2445
C 7.1921 13.3232 1.3121
O 5.9090 13.8923 1.4181
C 5.8767 15.2011 1.9987
H 2.1630 9.2648 -0.0259
H 3.7422 8.8489 0.5377
H 3.2838 8.0305 -0.9052
H 5.7195 10.5648 -1.8957
H 5.2728 8.8502 -1.7712
H 6.8869 9.4876 0.1106
H 5.4440 9.5561 0.9756
H 5.1903 11.8172 0.8028
H 8.0962 11.3629 1.0063
H 6.9921 11.5116 2.2670
H 7.7229 13.6157 0.4061
H 7.8122 13.5973 2.1656
H 6.4305 15.9091 1.3821
H 6.4139 15.1753 2.9467
H 4.9531 15.7302 1.7637
C 1.2839 -1.5801 -2.5594
O 0.5423 -1.0421 -1.4902
C -0.8222 -0.6883 -1.7089
C -1.1904 0.3091 -0.6153
N -1.4538 -0.2548 0.7272
C -1.8055 0.7369 1.7961
C -2.1070 -0.0454 3.1253
O -0.8624 -0.4909 3.7571
C -1.2275 -1.1816 4.9319
H 0.8227 -2.5291 -2.8330
H 2.2944 -1.8910 -2.2940
H 1.3217 -0.8876 -3.4003
H -1.4705 -1.5610 -1.7866
H -0.8417 -0.2029 -2.6847
H -2.0557 0.8529 -0.9944
H -0.3503 0.9996 -0.6904
H -0.8635 -1.0008 1.0666
H -2.7375 1.2501 1.5592
H -1.0218 1.4857 1.9109
H -2.8472 -0.8366 3.0057
H -2.5957 0.6409 3.8169
H -2.0146 -0.6934 5.5065
H -0.4036 -1.1081 5.6418
H -1.6040 -2.2039 4.9681
C 9.4407 -1.7605 -17.4284
O 8.3843 -1.5587 -16.4920
C 8.6940 -0.6609 -15.3742
C 7.3817 -0.1050 -14.7168
N 6.8576 -1.2803 -13.9247
C 5.5619 -0.9352 -13.3262
C 4.7270 -2.1924 -13.0902
O 4.8727 -2.9291 -14.2989
C 3.9525 -3.9240 -14.5410
H 10.2135 -2.2500 -16.8357
H 9.8808 -1.0689 -18.1468
H 9.0244 -2.5749 -18.0212
H 9.2699 0.1917 -15.7339
H 9.3120 -1.0915 -14.5863
H 6.7293 0.3081 -15.4861
H 7.7036 0.7539 -14.1278
H 6.9050 -2.0471 -14.5803
H 4.9592 -0.2940 -13.9694
H 5.8076 -0.3236 -12.4581
H 3.6881 -1.9505 -12.8663
H 5.0574 -2.7397 -12.2074
H 4.0142 -4.6547 -13.7346
H 4.3196 -4.4665 -15.4122
H 2.9105 -3.6166 -14.6296
C -17.5236 4.6431 16.9479
O -16.4067 3.9776 16.2624
C -16.6754 3.6834 14.8713
C -15.3178 3.8725 14.1245
N -14.2475 3.0196 14.6670
C -12.9417 3.2857 14.0074
C -11.7595 2.6658 14.8752
O -11.2823 1.7220 13.9867
C -9.9403 1.2986 14.2995
H -17.3442 4.3978 17.9947
H -18.5713 4.3871 16.7899
H -17.4882 5.7307 16.8852
H -17.2343 4.5349 14.4830
H -17.1206 2.6992 14.7256
H -15.0614 4.9165 14.3043
H -15.5508 3.6686 13.0794
H -14.1328 3.4657 15.5659
H -12.7186 4.3509 14.0692
H -12.8906 2.9030 12.9881
H -12.0226 2.1908 15.8203
H -11.1127 3.5423 14.9134
H -9.5602 1.1443 15.3094
H -9.1829 1.9687 13.8929
H -9.8532 0.3215 13.8243

Properties
ΔE to the lowest compared entry with this formula, charge and spin in kcal/mol: 315.5
Electronic energy in eV: -141629.3692
LUMO level in eV: 0.43
HOMO-LUMO gap in eV: 8.70
E_HOMO in eV: -8.270